(1)
Here is an isolated molecule of C6H8ClNOS from OMol25. Energies are from wB97M-V/def2-TZVPD.

Last column: Löwdin charge in e.
CARTESIAN COORDINATES (ANGSTROEM)
C -2.74536 2.18972 0.89643  -0.3706
S -1.07796 2.02466 1.61093  0.8629
O -0.84920 0.42538 1.07555  -0.5012
C 0.08386 0.08725 0.06645  -0.4452
C 1.36719 -0.42240 0.73454  -0.1227
C 2.26275 -1.04885 -0.28451  -0.0608
C 1.75451 -1.64787 -1.36311  -0.1018
C 0.29705 -1.66289 -1.51445  -0.7767
Cl -0.36228 -2.72962 -2.67160  0.7070
N -0.47962 -0.90097 -0.85046  0.1005
H -3.20531 3.09028 1.28669  0.0310
H -3.31684 1.31365 1.19220  0.0366
H -2.66958 2.23375 -0.18673  0.0333
H 0.30479 0.98235 -0.54229  0.1476
H 1.08773 -1.17587 1.48136  0.1363
H 1.85195 0.39847 1.26405  0.1194
H 3.32619 -1.03478 -0.08557  0.1098
H 2.37015 -2.12226 -2.10949  0.0947

Results
- HOMO level: -8.9 eV
- Energy relative to the best compared isomer or geometry (same formula, charge and spin): 122.7 kJ/mol
- LUMO level: 0.28 eV
- Gap between HOMO and LUMO: 9.1 eV
- Charge: 0

---

(2)
Here is a structure of composition C6H8CsLiO6 from OMol25. Energies are from wB97M-V/def2-TZVPD.

Last column: Löwdin charge in e.
CARTESIAN COORDINATES (ANGSTROEM)
O 3.18176 0.32920 0.67593  0.0462
C 2.06508 0.91815 0.25333  -0.6465
C 3.38745 -0.95279 0.05767  -0.1317
O 1.63338 1.91072 0.80796  -0.0003
O 1.39677 0.13091 -0.55501  -0.0131
C 1.97303 -1.50434 -0.14368  0.0682
H 3.96474 -1.56483 0.75664  0.1394
H 3.88227 -0.80419 -0.90860  0.1292
H 1.69247 -1.96298 0.81224  0.1300
H 2.02702 -2.20149 -0.98751  0.1292
O -2.08022 -0.93978 -0.20946  -0.2337
C -1.17759 -1.65849 0.59140  -0.2777
C -2.95958 -0.00124 0.41671  -0.2286
O -0.24259 -2.03691 -0.15712  -0.2162
O -1.58475 1.65416 -0.66763  -0.5296
C -2.88693 1.28344 -0.41234  -0.4421
H -2.62019 0.17331 1.44971  0.1065
H -3.98265 -0.40947 0.43784  0.1141
H -3.47561 2.05210 0.13481  0.0946
H -3.43172 1.10569 -1.36701  0.1010
Li -0.56672 0.16343 -1.08789  0.6490
Cs -0.19542 4.31540 0.10202  1.0121

Results
- HOMO level: -6.0 eV
- Energy relative to the best compared isomer or geometry (same formula, charge and spin): 193.4 kJ/mol
- LUMO level: -0.72 eV
- Gap between HOMO and LUMO: 5.3 eV
- Charge: 0

---

(3)
Here is a structure of composition C6H8CuLiO3 from OMol25. Energies are from wB97M-V/def2-TZVPD.

Last column: Mulliken spin population.
CARTESIAN COORDINATES (ANGSTROEM)
C 1.27291 1.85631 1.56929  0.2149
C 0.44900 2.74522 0.89354  0.6094
C 0.47161 2.26554 -0.55017  0.0494
C -0.96865 1.91865 -0.31036  0.0238
O -1.32918 0.70396 -0.41952  0.1138
Li -2.36045 -0.88069 -0.05348  -0.0002
H 0.86167 1.19156 2.33477  0.0568
H 2.34673 1.79117 1.38701  0.0706
H 0.35045 3.80414 1.13779  0.0237
H -1.72162 2.71764 -0.38626  0.0095
H 0.59880 3.03531 -1.33399  0.0304
O -0.88379 -1.97492 -0.45556  0.0012
O 1.26889 1.12821 -0.49324  -0.1635
C -0.76759 -3.29724 -0.32319  0.0009
C 0.30376 -4.03289 -0.65103  -0.0002
H -1.66437 -3.79321 0.07434  -0.0001
H 0.26818 -5.11585 -0.53779  -0.0001
H 1.22319 -3.57667 -1.02748  0.0001
Cu 0.28045 -0.48622 -0.85466  -0.0404

Results
- HOMO level (spin up / spin down): -10.7 / -10.7 eV
- Energy relative to the best compared isomer or geometry (same formula, charge and spin): 232.7 kJ/mol
- Multiplicity: 2
- LUMO level (spin up / spin down): -6.42 / -6.60 eV
- Gap between HOMO and LUMO (spin up / spin down): 4.3 / 4.1 eV
- Charge: +1

---

(4)
Here is an isolated molecule of C6H8F2N2O3S from OMol25. Energies are from wB97M-V/def2-TZVPD.

Last column: Löwdin charge in e.
CARTESIAN COORDINATES (ANGSTROEM)
C 2.68392 0.85330 0.14976  -0.2061
C 2.71128 -0.27651 -0.58320  -0.1686
C 1.40443 1.53079 0.20371  -0.1191
C 1.46266 -0.83619 -1.26121  -0.1143
C 0.40714 -1.09175 -0.17630  -0.1650
C -0.20406 0.23219 0.28831  -0.4463
N 1.08661 2.71498 0.27290  0.1878
N -0.85399 0.31882 1.54588  0.0530
O -2.51167 -0.04950 -1.07648  -0.2702
O -1.66294 2.23769 -0.69057  -0.3029
O -0.59084 0.85007 -2.37432  -0.1755
F 3.79161 1.24378 0.77179  0.1109
F 3.81785 -1.03836 -0.76679  0.0873
S -1.38227 0.82410 -0.93073  0.6633
H 1.08075 -0.19650 -2.12014  0.1225
H 1.64265 -1.73326 -1.79945  0.1089
H -0.41503 -1.68820 -0.55848  0.1104
H 0.88145 -1.65467 0.66157  0.1431
H 0.23972 3.27113 0.18626  0.0770
H -1.82430 0.68988 1.21610  0.1063
H -1.08504 -0.59742 1.97793  0.1073
H -1.19779 1.14532 -3.05093  0.0899

Results
- HOMO level: -8.5 eV
- LUMO level: 0.39 eV
- Gap between HOMO and LUMO: 8.9 eV
- Charge: 0

---

no.,total energy (eV)
1,-33245.4526
2,-19387.6579
3,-57327.1309
4,-31740.5537